# C47H92BeF3O33

A molecular structure, C47H92BeF3O33 in a non-equilibrium geometry (ωB97M-V with the def2-TZVPD basis set, the Open Molecules 2025 dataset).

Structure (XYZ):
```
176
Properties=species:S:1:pos:R:3:mulliken_charge:R:1
Be 1.80 3.50 5.80 0.5957
C 0.17 -0.53 0.83 -0.0202
O 1.03 0.27 0.06 -0.1402
O 0.15 0.11 2.10 -0.3046
C -1.22 -0.53 -0.02 0.8016
F -1.70 0.67 -0.31 -0.2141
F -1.10 -1.17 -1.17 -0.2224
F -2.18 -1.19 0.63 -0.2374
C 2.38 -0.11 -0.08 -0.1956
C 3.01 1.10 -0.75 -1.2245
H 4.10 1.11 -0.66 0.3998
H 2.77 1.13 -1.81 0.3093
H 2.69 2.02 -0.26 0.3344
H 2.60 -1.04 -0.61 0.3699
H 2.92 -0.29 0.86 0.3329
H 0.50 -1.56 0.78 0.4123
C 11.70 -0.30 0.75 -0.5486
C 11.65 0.35 -0.63 -0.5179
C 13.07 -0.07 -1.12 -0.3929
O 13.84 0.11 0.08 -0.4064
C 12.99 0.10 1.27 -0.3094
H 11.56 -1.38 0.76 0.2521
H 10.87 0.05 1.37 0.3102
H 11.53 1.43 -0.54 0.2470
H 10.88 0.03 -1.32 0.3285
H 13.39 0.52 -1.98 0.2801
H 13.21 -1.11 -1.39 0.2583
H 12.89 1.12 1.63 0.2217
H 13.35 -0.51 2.09 0.2775
C -2.47 -8.03 6.17 -0.6541
C -0.98 -7.66 6.05 -0.4630
C -0.61 -7.95 7.47 -0.3821
O -1.70 -7.40 8.20 -0.4102
C -2.94 -7.29 7.38 -0.3500
H -2.67 -9.10 6.26 0.3022
H -2.98 -7.60 5.31 0.3280
H -0.78 -6.60 5.91 0.2466
H -0.46 -8.25 5.30 0.3164
H 0.29 -7.40 7.77 0.2434
H -0.44 -8.99 7.75 0.2731
H -3.07 -6.28 7.00 0.2635
H -3.87 -7.69 7.78 0.2862
C 7.83 -8.03 -0.88 -0.5267
C 8.00 -6.87 -1.79 -0.5189
C 8.23 -7.53 -3.18 -0.3696
O 7.25 -8.58 -3.07 -0.3986
C 6.91 -8.87 -1.71 -0.4160
H 7.38 -7.90 0.10 0.3149
H 8.75 -8.60 -0.71 0.2571
H 8.88 -6.26 -1.57 0.3219
H 7.14 -6.19 -1.77 0.2539
H 9.21 -7.98 -3.34 0.2611
H 8.04 -6.87 -4.02 0.2590
H 7.03 -9.92 -1.43 0.2813
H 5.89 -8.50 -1.57 0.2807
C -12.87 -4.57 3.98 -0.4868
C -12.03 -3.36 4.25 -0.5387
C -10.62 -3.88 4.31 -0.3702
O -10.73 -5.29 4.45 -0.4056
C -12.09 -5.68 4.68 -0.3874
H -12.72 -4.86 2.94 0.2245
H -13.94 -4.49 4.17 0.3655
H -12.34 -2.91 5.20 0.2610
H -12.16 -2.57 3.51 0.3158
H -9.98 -3.37 5.04 0.2668
H -10.10 -3.67 3.38 0.2392
H -12.26 -5.83 5.75 0.2745
H -12.18 -6.62 4.14 0.2414
C 6.51 -4.30 6.81 -0.6000
O 6.00 -2.96 6.75 -0.2851
C 5.23 -2.40 7.66 0.7733
O 4.82 -1.23 7.49 -0.6037
O 4.86 -3.23 8.72 -0.3150
C 3.92 -2.91 9.72 -0.5861
H 7.13 -4.53 7.68 0.2917
H 7.19 -4.38 5.96 0.2476
H 5.72 -5.05 6.71 0.2888
H 4.00 -3.70 10.47 0.2347
H 2.91 -2.81 9.34 0.2640
H 4.32 -2.01 10.19 0.2903
C -5.72 4.58 4.77 -0.6277
O -5.48 5.97 4.55 -0.2891
C -4.42 6.56 5.08 0.8328
O -3.47 6.02 5.70 -0.6198
O -4.39 7.82 4.68 -0.3086
C -3.39 8.76 5.11 -0.6460
H -5.70 4.27 5.82 0.2973
H -5.09 3.99 4.11 0.2797
H -6.74 4.42 4.40 0.2434
H -3.83 9.41 5.86 0.2644
H -3.05 9.37 4.28 0.2581
H -2.44 8.31 5.40 0.3162
C 2.14 -4.95 -5.65 -0.6791
O 1.26 -5.21 -4.57 -0.2772
C 0.59 -6.36 -4.57 0.7561
O 0.60 -7.20 -5.44 -0.5464
O -0.20 -6.32 -3.50 -0.2883
C -0.94 -7.49 -3.11 -0.6879
H 2.63 -5.84 -6.04 0.3206
H 2.89 -4.22 -5.35 0.2302
H 1.61 -4.54 -6.51 0.3015
H -1.48 -7.19 -2.21 0.2528
H -0.31 -8.27 -2.68 0.3177
H -1.55 -7.99 -3.86 0.3001
C 6.11 7.62 -5.29 -0.6543
O 4.99 8.42 -5.56 -0.2735
C 5.03 9.71 -5.33 0.7787
O 5.85 10.38 -4.71 -0.5653
O 3.92 10.20 -6.01 -0.3051
C 3.58 11.57 -5.97 -0.6253
H 6.51 7.77 -4.29 0.3114
H 6.90 7.87 -6.00 0.2970
H 5.80 6.58 -5.27 0.2380
H 4.11 12.04 -5.13 0.3269
H 2.53 11.76 -5.79 0.2332
H 3.87 11.95 -6.95 0.2383
C 9.92 6.62 2.10 -0.5407
O 8.65 5.99 2.43 -0.3389
C 8.47 5.10 3.49 0.8109
O 7.39 4.56 3.72 -0.5673
O 9.57 5.05 4.24 -0.3181
C 9.57 4.25 5.38 -0.6459
H 10.46 6.05 1.35 0.2449
H 10.51 6.71 3.01 0.2960
H 9.68 7.55 1.58 0.2337
H 10.38 4.64 5.99 0.2412
H 9.81 3.22 5.12 0.2627
H 8.64 4.43 5.92 0.3218
C -14.62 2.07 -3.29 -0.6273
O -13.79 0.97 -2.87 -0.2942
C -12.52 1.16 -2.45 0.7794
O -12.03 2.29 -2.12 -0.5983
O -11.94 -0.05 -2.48 -0.2789
C -10.54 -0.13 -2.12 -0.6199
H -15.24 1.70 -4.11 0.2291
H -14.09 3.00 -3.51 0.3313
H -15.26 2.26 -2.43 0.2633
H -9.98 0.39 -2.90 0.2910
H -10.27 -1.19 -2.15 0.2362
H -10.23 0.28 -1.16 0.2883
C 2.83 9.94 1.54 -0.6488
O 1.91 9.52 0.56 -0.2674
C 1.35 8.30 0.70 0.7820
O 1.43 7.48 1.62 -0.5987
O 0.85 8.08 -0.51 -0.2743
C -0.01 6.96 -0.76 -0.6482
H 3.79 9.42 1.56 0.2855
H 2.43 9.68 2.52 0.3036
H 2.82 11.02 1.42 0.2458
H 0.30 5.99 -0.36 0.2863
H -0.12 6.97 -1.85 0.2319
H -1.00 7.18 -0.35 0.3033
C -6.67 3.54 -7.12 -0.6481
O -5.52 2.92 -6.46 -0.2970
C -4.29 2.87 -7.05 0.7920
O -4.00 3.33 -8.18 -0.5914
O -3.48 2.35 -6.22 -0.2917
C -2.10 2.09 -6.55 -0.6305
H -7.59 3.32 -6.56 0.2567
H -6.95 3.18 -8.11 0.2989
H -6.60 4.62 -7.10 0.2934
H -1.46 1.85 -5.70 0.2219
H -1.71 3.02 -6.96 0.3091
H -2.01 1.31 -7.31 0.2868
C -10.94 -2.21 -8.46 -0.6336
O -9.52 -1.93 -8.35 -0.2813
C -8.74 -2.99 -8.18 0.8231
O -9.14 -4.18 -8.03 -0.6141
O -7.44 -2.63 -8.21 -0.2994
C -6.43 -3.69 -8.05 -0.6653
H -11.15 -2.99 -9.19 0.3028
H -11.45 -1.26 -8.64 0.2233
H -11.34 -2.64 -7.54 0.2971
H -6.94 -4.65 -8.21 0.3350
H -6.10 -3.77 -7.01 0.2737
H -5.57 -3.55 -8.69 0.2389
```

Calculated values
HOMO-LUMO gap: 1.08 eV
Total charge: +1
Energy: -4642.4835 Eh